Record 1
Formula: C42H64O5ReSi
Source: the Open Molecules 2025 dataset
Level of theory: ωB97M-V/def2-TZVPD

Structure (XYZ):
```
113
Properties=species:S:1:pos:R:3:forces:R:3:lowdin_spin:R:1
Re 0.00000 0.00000 0.00000 1.03 1.52 4.45 0.7690
C -2.48220 -3.60910 -0.38060 0.11 0.06 0.01 0.0000
C -0.99770 -3.84030 -0.70530 -0.13 -0.01 0.72 -0.0001
C -0.82830 -5.08360 -1.57820 0.06 0.05 -0.13 0.0001
C -0.29880 -2.64620 -1.34170 -0.35 -0.57 -0.02 0.0008
C 1.07280 -2.49520 -1.18270 -0.88 -0.05 -1.83 0.0039
C 1.76390 -1.50000 -1.84780 0.09 0.10 -0.19 0.0043
C 1.10960 -0.62470 -2.69950 0.30 0.08 -0.16 0.0033
C 1.85980 0.45060 -3.40820 0.24 0.27 -0.32 0.0006
C -0.26320 -0.76300 -2.84650 0.08 -0.25 -0.22 -0.0008
C -0.95550 -1.76190 -2.18700 -0.15 -0.10 -0.04 0.0076
H -2.96150 -4.51250 0.01900 0.29 0.12 -0.05 0.0000
H -3.03800 -3.33770 -1.27510 -0.12 -0.01 -0.15 0.0000
H -2.61420 -2.80500 0.34530 0.08 0.05 0.00 -0.0001
H -0.48070 -4.03240 0.25150 -0.15 0.07 -0.25 0.0000
H -1.30770 -4.92830 -2.54610 -0.01 -0.03 -0.07 0.0000
H -1.28730 -5.95860 -1.11200 0.04 0.09 0.03 0.0000
H 0.22620 -5.29890 -1.75580 0.01 -0.03 -0.02 0.0000
H 1.60260 -3.18400 -0.54560 -1.17 -0.62 -3.56 0.0002
H 2.82660 -1.40070 -1.71380 0.34 0.00 0.09 -0.0001
H 1.90430 1.35280 -2.79480 0.05 0.03 -0.08 0.0004
H 1.38830 0.70880 -4.35780 -0.05 0.05 0.07 0.0000
H 2.88330 0.14130 -3.62970 -0.04 0.03 0.10 0.0000
H -0.78780 -0.07670 -3.48780 -0.20 0.18 -0.11 0.0002
H -2.01550 -1.85750 -2.34480 -0.11 -0.05 0.03 0.0007
C -4.31780 1.54350 -4.20840 0.21 0.09 -0.16 0.0000
C -4.11180 1.59100 -2.68190 -1.15 -0.25 -1.17 0.0000
C -4.10200 0.14210 -2.16680 0.35 0.14 0.40 0.0000
C -5.28100 2.38670 -2.07860 0.13 0.13 0.42 0.0000
O -2.87740 2.28950 -2.51590 0.55 -0.25 1.23 -0.0001
Si -1.99690 2.38780 -1.11650 -0.52 0.58 0.43 0.0063
O -0.89620 1.16900 -1.09240 -1.29 0.42 -1.20 0.0443
O -1.20160 3.83850 -1.04780 -0.53 -1.14 -0.59 -0.0001
C -0.79480 4.62640 -2.16810 0.71 1.43 -0.21 0.0000
C 0.14000 5.69100 -1.56170 0.09 -0.02 0.27 0.0000
C 0.00320 3.85420 -3.23130 -0.24 -0.45 0.13 0.0003
C -1.99090 5.36130 -2.79520 -0.33 -0.29 -0.06 0.0000
O -2.99730 2.23620 0.19450 1.04 0.28 -1.04 0.0010
C -2.76010 2.78220 1.49370 -0.74 0.13 1.66 -0.0001
C -3.77470 2.05870 2.40000 -0.15 -0.28 -0.11 0.0001
C -3.09240 4.28290 1.52560 0.17 0.18 -0.39 -0.0001
C -1.35510 2.51490 2.05860 -0.38 0.39 -0.02 -0.0037
H -5.25840 1.05250 -4.47960 0.13 0.06 0.13 0.0000
H -3.49470 1.00630 -4.69450 -0.10 -0.02 0.15 0.0000
H -4.32050 2.55420 -4.63380 -0.06 -0.10 0.18 0.0000
H -5.01110 -0.39110 -2.46650 0.12 0.23 -0.05 0.0000
H -4.04810 0.09680 -1.07430 0.03 0.10 -0.02 0.0000
H -3.23680 -0.40700 -2.55510 -0.23 0.26 -0.09 0.0000
H -6.24720 1.95970 -2.36820 0.21 -0.02 -0.08 0.0000
H -5.25120 3.43230 -2.40630 0.05 -0.20 -0.11 0.0000
H -5.24520 2.39930 -0.98530 0.12 -0.09 -0.10 0.0000
H 1.00220 5.21950 -1.07550 -0.11 -0.04 -0.15 0.0000
H -0.37640 6.26660 -0.78420 -0.05 -0.11 -0.19 0.0000
H 0.51020 6.38990 -2.31940 -0.11 -0.15 0.05 0.0000
H 0.82400 3.29060 -2.77370 -0.09 0.21 0.05 0.0002
H 0.42670 4.53350 -3.97960 -0.12 0.00 0.23 0.0000
H -0.62180 3.13320 -3.76790 -0.08 0.05 0.08 0.0000
H -2.59360 5.85490 -2.02410 0.23 -0.03 -0.02 0.0000
H -2.65860 4.67690 -3.32650 0.14 -0.05 0.07 0.0000
H -1.66200 6.11800 -3.51590 0.10 -0.11 0.17 0.0000
H -4.79860 2.20740 2.03670 0.17 0.14 0.00 0.0000
H -3.72170 2.41050 3.43580 0.07 0.00 -0.18 0.0000
H -3.59860 0.97650 2.39290 0.15 0.17 0.01 0.0002
H -4.07120 4.47560 1.07130 0.05 -0.16 0.13 0.0000
H -2.36340 4.87410 0.96370 0.03 -0.15 0.03 0.0000
H -3.10370 4.66840 2.55100 -0.01 -0.21 -0.10 0.0000
H -1.09840 1.45200 1.98850 -0.70 0.55 0.67 -0.0012
H -1.28700 2.81640 3.11000 -0.19 0.07 -0.14 -0.0002
H -0.58360 3.06970 1.51450 -0.37 0.25 0.05 -0.0008
C -0.93940 -0.71910 1.69330 -0.64 2.54 -3.45 -0.0165
C -1.48200 -1.13480 2.67180 -2.81 0.84 1.60 0.0476
C -2.13430 -1.63460 3.84820 0.04 0.11 -0.22 0.0032
C -1.74390 -1.18400 5.11460 -0.27 -0.13 0.54 0.0085
C -2.37950 -1.67130 6.25850 0.01 -0.01 -0.36 -0.0012
C -3.40550 -2.60870 6.14080 0.02 0.00 -0.06 0.0092
C -3.79850 -3.06090 4.88130 0.23 0.22 -0.08 -0.0012
C -3.16460 -2.57550 3.73570 -0.26 -0.22 0.41 0.0089
H -0.94460 -0.45290 5.21880 -0.13 -0.14 -0.16 0.0004
H -2.07480 -1.32010 7.24140 -0.04 -0.05 -0.17 -0.0003
H -3.89990 -2.98750 7.03230 0.08 0.06 -0.15 0.0006
H -4.59860 -3.79180 4.79180 0.13 0.12 0.00 -0.0003
H -3.47970 -2.93560 2.75830 0.15 0.15 0.13 0.0005
C 2.22150 -3.48230 1.17170 0.67 0.03 1.21 0.0018
C 1.97970 -2.78770 2.51520 0.12 -0.20 0.45 0.0029
C 0.48460 -2.61180 2.80040 1.47 -1.15 -0.44 0.0006
C 2.82410 -1.50990 2.65650 0.00 -0.61 0.25 0.0191
C 3.93750 -1.61140 3.52570 -0.63 0.48 -0.70 -0.0034
C 4.79890 -0.54670 3.72360 -0.04 -0.02 -0.04 0.0201
C 4.56290 0.63730 3.04760 -0.87 -0.27 -0.55 -0.0034
C 3.46450 0.77770 2.16530 0.39 0.49 0.07 0.0189
C 3.33840 2.14750 1.47760 -0.10 -0.13 0.06 0.0019
C 2.08390 2.91950 1.89700 -0.09 0.03 0.02 -0.0002
C 3.48550 2.08110 -0.04610 0.02 -0.02 -0.16 0.0005
C 2.54500 -0.30000 1.93860 3.36 -0.11 2.79 -0.0049
O 1.54830 -0.19030 1.14610 -1.85 -0.87 -2.60 0.0651
H 1.70520 -4.44800 1.14030 -0.06 0.00 -0.04 0.0001
H 3.28990 -3.67090 1.01670 -0.04 -0.01 0.03 0.0001
H 1.86310 -2.88810 0.32570 1.55 0.42 4.50 0.0001
H 2.32660 -3.49300 3.28410 0.31 0.30 -0.05 -0.0001
H -0.04690 -2.11520 1.98380 1.51 -1.51 0.69 -0.0006
H 0.32170 -2.03570 3.71750 0.24 -0.15 -0.30 0.0008
H 0.01010 -3.59110 2.93210 0.09 -0.10 0.09 -0.0003
H 4.13280 -2.54190 4.05000 -0.21 0.00 -0.13 -0.0007
H 5.64620 -0.64040 4.39160 -0.02 0.01 0.00 0.0014
H 5.24410 1.46840 3.20260 -0.17 0.05 -0.15 -0.0007
H 4.18290 2.76340 1.81860 -0.04 -0.33 0.09 0.0000
H 1.16410 2.47250 1.50930 0.53 0.02 0.08 -0.0011
H 2.12720 3.94760 1.52040 0.01 -0.06 0.00 0.0001
H 2.00060 2.96710 2.98840 0.02 -0.02 -0.13 0.0000
H 2.62460 1.61590 -0.53420 -0.04 -0.05 0.12 0.0004
H 4.38020 1.51580 -0.32950 -0.11 0.06 0.05 0.0001
H 3.58300 3.09040 -0.46160 -0.03 -0.07 0.05 0.0001
H -0.09470 1.44400 0.93830 0.81 -2.39 -1.93 -0.0139
```
Forces are in eV/Å.

Output
2S+1: 2
HOMO (spin up / spin down) in eV: -6.97 / -7.16
Kohn-Sham gap (spin up / spin down) in Ha: 0.248 / 0.253


Record 2
Formula: C42H66ClNO12Si
Source: the Open Molecules 2025 dataset
Level of theory: ωB97M-V/def2-TZVPD

Structure (XYZ):
```
123
Properties=species:S:1:pos:R:3:forces:R:3:mulliken_charge:R:1
C -5.06955 3.17411 -2.95234 0.00 -0.93 0.20 -0.8775
C -4.04386 2.17599 -2.19864 0.28 1.49 1.65 0.6202
O -3.52054 2.61822 -1.13119 -1.41 -2.16 -3.56 -0.5966
N -3.81661 0.84399 -2.74501 0.84 2.70 1.30 -0.1846
C -2.52831 0.24348 -2.29594 0.81 -1.38 -0.42 -0.8029
C -1.24700 0.69947 -3.20756 -0.26 -0.23 1.18 -0.1170
C -0.54209 -0.65652 -3.69541 -0.52 0.20 -0.50 -0.5095
C 0.89018 -0.46446 -4.38852 0.70 0.32 0.18 -1.0977
C 1.86727 0.55531 -3.64403 1.54 2.25 0.97 0.3732
C 1.96769 2.00240 -4.26929 2.78 -1.14 4.04 -0.8606
C 2.94194 2.99519 -3.59426 -0.50 -2.88 0.69 -0.4989
C 3.83675 2.64565 -2.34209 -2.10 -2.09 -0.88 0.2393
C 4.80917 3.79998 -1.83004 0.07 0.76 -1.06 -1.0978
C 3.95507 5.04731 -1.23891 -1.25 -1.35 -0.50 0.2552
C 3.31312 4.76492 0.20725 -0.38 0.91 -0.46 -0.5228
Cl 4.90234 6.64569 -1.32635 -0.53 -1.34 0.18 -0.2269
C 3.71194 1.22738 -1.70405 -1.39 1.17 -2.47 0.3607
C 2.72529 0.19283 -2.37761 -0.08 1.97 -1.27 0.2588
C 2.62552 -1.26414 -1.76502 -0.57 -1.26 0.61 0.3047
O 1.66167 -2.06347 -1.89024 2.91 2.86 -0.08 -0.6347
C 3.86809 -1.76373 -0.87341 1.72 -0.58 1.16 0.0816
C 4.01584 -3.30398 -0.71469 2.23 1.78 1.79 -1.1299
C 5.15075 -3.89882 0.15478 -0.10 3.95 -0.40 0.5593
C 5.37343 -5.46082 0.42415 -0.06 0.32 1.49 -0.7127
C 6.81594 -5.93748 -0.06770 0.50 -0.17 -3.14 0.5124
O 7.09484 -5.96129 -1.28587 -0.70 0.18 4.36 -0.5342
O 7.76066 -6.32926 0.92694 -1.35 1.62 -1.31 -0.4665
C 6.12038 -2.87321 0.84350 -2.77 0.63 -1.95 -0.5067
C 5.97357 -1.33195 0.68750 -1.53 -1.25 -0.93 0.6009
C 7.00696 -0.41105 1.48241 0.66 -1.22 -0.23 -0.9930
C 6.66393 -0.24559 3.04593 1.64 1.16 -0.46 -0.2254
O 5.77855 0.89066 3.20204 -1.26 -2.23 0.91 -0.5205
Si 4.20472 0.45554 3.78675 -0.81 1.36 -0.33 0.6755
C 2.98261 1.76151 3.01768 0.85 -0.35 -0.91 -0.5947
C 3.56640 -1.25398 3.21486 -0.37 -0.89 0.61 -0.7082
C 3.99858 0.63114 5.69850 -0.28 0.45 0.81 -0.8996
C 4.83328 -0.72139 -0.18790 -0.06 -3.93 -0.06 0.3043
C 4.57023 0.83439 -0.39514 0.30 0.42 1.00 0.3504
O 4.98541 1.67456 0.44144 -1.36 -2.58 -3.11 -0.4911
H -4.56415 3.62412 -3.87349 -0.68 -0.59 1.29 0.2430
H -5.37389 3.99345 -2.20669 0.66 -1.33 -1.21 0.2860
H -6.00708 2.60091 -3.28643 1.40 0.82 0.38 0.2374
H -3.92099 0.81882 -3.76867 -0.17 0.00 0.72 0.2368
H -2.30879 0.39789 -1.17684 -0.70 0.17 -1.89 0.3144
H -2.64542 -0.90185 -2.42087 0.14 1.80 0.14 0.3506
H -1.59819 1.38598 -4.05286 0.50 -1.09 0.97 0.2638
H -0.57264 1.34143 -2.52445 -0.82 -1.11 -1.22 0.1941
H -1.23547 -1.12150 -4.50000 1.08 0.67 1.25 0.2466
H -0.55685 -1.38396 -2.81478 0.51 1.07 -1.26 0.3444
H 1.48070 -1.44528 -4.52562 -1.22 1.33 0.35 0.3232
H 0.71083 -0.04535 -5.44585 0.33 -0.50 1.61 0.4312
H 1.33994 2.27905 -5.17945 1.06 -0.42 1.48 0.2880
H 3.03185 4.04598 -4.04651 -0.04 -1.76 0.82 0.3503
H 5.33275 4.22164 -2.77414 -0.84 -0.75 1.43 0.4604
H 5.64744 3.45526 -1.13901 -1.50 0.33 -0.74 0.3290
H 3.07334 5.19467 -1.97216 1.63 -0.05 1.13 0.2175
H 2.16771 4.86467 0.09945 1.80 -0.28 0.25 0.2711
H 3.56426 3.72342 0.59740 -0.15 1.57 -0.49 -0.1713
H 3.63837 5.61888 0.89866 -0.35 -1.56 -0.74 0.3772
H 3.27053 -4.00718 -1.21854 1.16 1.33 0.75 0.3102
H 5.34079 -5.58932 1.57254 0.09 0.20 -1.77 0.2983
H 4.50820 -6.11858 0.03127 1.69 1.18 0.18 0.3797
H 8.62874 -5.94865 0.65653 -0.72 -0.71 -0.11 0.3540
H 6.93649 -3.33823 1.50511 -1.24 1.11 -1.08 0.3050
H 8.02721 -0.96165 1.43731 -1.63 0.71 0.07 0.4901
H 7.20684 0.60485 0.96913 -0.78 -1.62 1.06 0.2387
H 7.66170 0.05049 3.55788 -1.53 -0.52 -0.78 0.3063
H 6.32000 -1.20381 3.56241 0.24 1.13 -0.97 0.1684
H 3.62338 2.67646 2.76032 -1.19 -1.00 0.52 0.1003
H 2.09064 1.98496 3.69097 1.19 -0.18 -1.09 0.2651
H 2.67924 1.30270 1.99760 0.10 0.90 1.64 0.0853
H 4.22590 -2.09049 3.66112 -1.09 1.05 -0.96 0.2813
H 2.51689 -1.38576 3.69184 1.63 0.27 -0.67 0.3422
H 3.42523 -1.36158 2.08809 0.43 0.05 1.53 0.0574
H 2.97231 1.13414 5.89109 1.56 -0.84 -0.36 0.1416
H 3.96588 -0.36396 6.25900 0.28 1.35 -0.66 0.2918
H 4.77579 1.34733 6.16832 -1.12 -1.31 -0.71 0.3012
C -2.69892 -1.70408 8.90446 -0.12 0.27 -0.13 -0.8107
O -2.49068 -0.35750 8.51960 0.34 -0.33 0.06 -0.2811
C -1.62155 0.34753 9.39851 -0.09 0.16 -0.39 -0.5271
C -0.67387 1.25919 8.62290 0.10 -0.03 0.16 -0.3034
O 0.33844 0.57363 7.88301 -0.30 -0.04 -0.09 -0.4540
C -0.08584 -0.16008 6.73148 0.17 0.15 -0.11 -0.4132
C -0.60292 0.70743 5.58441 -0.36 -0.32 0.35 -0.3624
O -1.89460 1.22167 5.88412 0.27 0.37 0.15 -0.3082
C -2.09881 2.53243 5.38828 -0.16 -0.28 0.04 -0.7955
H -3.37090 -1.75040 9.76744 0.06 -0.18 0.06 0.3196
H -3.15707 -2.22990 8.06474 -0.05 0.13 0.05 0.2330
H -1.75077 -2.20122 9.13623 -0.02 0.00 0.09 0.3700
H -1.02818 -0.34559 10.00956 -0.06 0.03 -0.09 0.3362
H -2.24932 0.95440 10.06102 0.19 0.10 0.16 0.3929
H -0.13371 1.86907 9.35393 0.06 -0.15 0.00 0.4210
H -1.21458 1.96008 7.98708 -0.20 -0.19 -0.04 0.0889
H -0.79933 -0.93590 7.00753 -0.22 0.15 -0.09 0.1377
H 0.80886 -0.68089 6.37456 0.05 0.17 0.04 0.3932
H -0.69611 0.09800 4.67953 0.27 -0.08 -0.09 0.4639
H 0.11244 1.51591 5.39398 -0.02 0.02 0.04 0.2031
H -1.26595 3.19176 5.65520 0.04 0.00 -0.09 0.3488
H -3.00511 2.93189 5.84730 0.02 -0.14 -0.05 0.2418
H -2.23092 2.50903 4.30325 0.07 0.19 -0.07 0.3196
C -6.44140 -3.75727 -7.39394 -0.28 0.02 0.15 -0.8023
O -7.20338 -3.09841 -6.39865 0.40 0.18 -0.21 -0.2776
C -6.44074 -2.75129 -5.24853 -0.41 0.18 -0.07 -0.6061
C -6.82719 -1.36949 -4.72722 0.20 -0.03 0.10 -0.2922
O -6.40636 -0.28204 -5.55754 -0.19 -0.20 -0.06 -0.4083
C -7.07873 -0.13128 -6.81086 0.00 0.24 0.04 -0.2879
C -8.54652 0.27397 -6.69835 0.14 -0.52 -0.10 -0.5913
O -9.34183 -0.82344 -6.26675 0.06 0.21 0.42 -0.2728
C -10.40321 -0.43776 -5.41251 0.09 -0.22 -0.23 -0.8089
H -6.23964 -4.79015 -7.09272 0.16 -0.02 -0.11 0.3237
H -7.02141 -3.76033 -8.31862 -0.05 -0.05 0.13 0.2351
H -5.50140 -3.22929 -7.58775 0.05 -0.07 0.04 0.3612
H -5.36481 -2.76087 -5.46862 -0.10 0.00 -0.03 0.3461
H -6.65096 -3.50241 -4.47869 0.18 0.09 0.19 0.3919
H -6.31088 -1.22167 -3.77323 0.11 0.03 -0.12 0.4581
H -7.89214 -1.30135 -4.50609 -0.05 -0.16 -0.22 0.0725
H -6.94975 -1.01895 -7.42926 -0.25 -0.09 0.07 0.1127
H -6.55179 0.67859 -7.32564 -0.03 0.04 0.16 0.3875
H -8.91581 0.57825 -7.68304 0.14 0.23 -0.08 0.4085
H -8.63381 1.12253 -6.01024 0.00 -0.04 0.03 0.3202
H -10.04868 0.21883 -4.61083 -0.04 0.08 -0.04 0.3631
H -10.81398 -1.33872 -4.95306 0.04 0.02 -0.14 0.2325
H -11.18980 0.05761 -5.98814 -0.10 0.14 0.13 0.3235
```
Forces are in eV/Å.

Output
HOMO in eV: -8.99
SMILES: CC(=O)NCCCCc1ccc(C[C@@H](C)Cl)c2c1C(=O)c1cc(CC(=O)O)cc(CCO[Si](C)(C)C)c1C2=O.COCCOCCOC.COCCOCCOC
Kohn-Sham gap in Ha: 0.274